ORCA calculation (wB97M-V/def2-TZVPD) on an isolated molecule of C16H17N3O3S.

```
40
Properties=species:S:1:pos:R:3:forces:R:3
O -5.846 -0.665 1.149 -0.2 -0.3 0.2
C -4.975 -0.105 0.530 0.2 -0.3 0.0
N -5.073 1.116 -0.037 -0.2 0.5 -0.3
H -5.899 1.683 0.058 0.0 -0.1 0.1
C -3.878 1.605 -0.674 0.2 0.2 -0.1
H -3.393 2.377 -0.065 0.0 -0.1 -0.1
H -4.104 2.035 -1.653 0.1 0.0 0.1
C -2.990 0.345 -0.795 0.0 0.0 0.1
C -1.525 0.627 -0.606 0.1 0.0 -0.3
C -1.053 1.173 0.586 0.2 0.1 0.0
C 0.298 1.395 0.771 -0.2 0.2 0.1
C 1.180 1.069 -0.241 0.5 0.1 -0.1
C 0.735 0.554 -1.440 0.2 0.1 -0.1
C -0.620 0.332 -1.618 -0.1 0.1 0.1
H -0.975 -0.085 -2.548 -0.1 -0.1 -0.1
H 1.456 0.325 -2.208 0.0 -0.1 -0.1
S 2.925 1.299 0.041 0.0 0.1 0.4
O 3.170 2.649 0.454 -0.1 0.0 0.2
O 3.661 0.774 -1.075 -0.3 -0.2 0.0
N 3.178 0.347 1.410 -0.1 0.6 -0.5
H 3.860 0.798 2.002 0.1 0.3 0.0
C 3.489 -1.043 1.119 0.1 -0.3 -0.2
C 2.268 -1.685 0.522 -0.1 -0.5 -0.1
C 1.079 -1.742 1.243 0.1 -0.2 -0.2
C -0.039 -2.292 0.640 0.1 0.1 0.4
N -0.040 -2.771 -0.592 -0.4 -0.2 -0.3
C 1.092 -2.729 -1.271 0.3 -0.1 -0.1
C 2.271 -2.201 -0.766 0.0 0.0 0.3
H 3.166 -2.172 -1.366 0.1 0.0 -0.1
H 1.049 -3.137 -2.273 0.1 0.0 -0.1
H -0.981 -2.358 1.167 -0.1 0.1 0.1
H 1.035 -1.355 2.249 -0.1 0.1 0.1
H 3.753 -1.538 2.057 0.0 0.1 -0.1
H 4.329 -1.121 0.417 -0.1 -0.1 0.2
H 0.686 1.813 1.687 -0.1 0.0 0.2
H -1.744 1.417 1.379 -0.1 0.0 0.1
H -3.139 -0.092 -1.785 0.0 0.0 0.1
C -3.566 -0.614 0.257 -0.1 0.0 -0.1
H -3.006 -0.577 1.192 0.0 0.0 0.0
H -3.584 -1.648 -0.081 0.0 0.0 0.1
```
Positions in Å, forces in eV/Å.

energy = -38316.3068 eV
F_max = 0.0155 Eh/bohr
HOMO = -9.482 eV
frontier orbital gap = 9.737 eV
energy relative to the best compared isomer or geometry (same formula, charge and spin) = 26.2 kcal/mol
SMILES = O=C1C[C@H](c2ccc(S(=O)(=O)NCc3ccncc3)cc2)CN1
LUMO level = 0.2551 eV

Here are the Löwdin charges for atoms 1 to 5, given in e: atom 1 (O): 0.064, atom 2 (C): -0.501, atom 3 (N): 0.080, atom 4 (H): 0.153, atom 5 (C): -0.125